Model i:
13
Properties=species:S:1:pos:R:3 method="wB97M-V/def2-TZVPD" mol_weight_da=134.2 e_homo_ha=-0.302 orbital_gap_ha=0.3255
C -0.11 1.80 -0.03
N -1.25 1.30 -0.26
S -1.82 -0.25 0.10
C -0.61 -1.56 -0.26
C 0.74 -1.47 0.44
S 1.76 -0.20 -0.30
N 1.06 1.20 0.41
H -0.05 2.91 -0.16
H -1.13 -2.45 0.09
H -0.46 -1.65 -1.31
H 0.65 -1.31 1.50
H 1.28 -2.42 0.30
H 1.80 1.85 0.73


Model ii:
13
Properties=species:S:1:pos:R:3 method="wB97M-V/def2-TZVPD" mol_weight_da=134.2 e_homo_ha="-0.271 / -0.271" orbital_gap_ha="0.2760 / 0.2760"
H 3.23 1.93 0.50
N 2.78 1.05 0.57
S 1.65 0.62 -0.41
S -0.50 1.26 0.43
N -1.28 2.29 -0.47
H -1.10 3.27 -0.33
C -1.29 -0.34 0.09
C -0.23 -1.37 -0.01
C 1.06 -1.19 -0.15
H -1.85 -0.26 -0.92
H -1.90 -0.68 0.85
H -0.40 -2.48 -0.01
H 1.90 -1.85 -0.32


Result of the stability comparison: model i is the most stable of them.


Model i:
15
Properties=species:S:1:pos:R:3 method="wB97M-V/def2-TZVPD" mol_weight_da=78.1 e_homo_ha=-0.380 orbital_gap_ha=0.4067
C 0.00 0.00 0.00
C -0.86 1.10 0.58
C -1.90 1.61 -0.41
O -1.17 2.25 -1.47
H 0.82 0.29 -0.67
H -0.61 -0.77 -0.51
H 0.43 -0.44 0.91
H -1.39 0.51 1.36
H -0.19 1.81 1.09
H -2.63 0.83 -0.69
H -2.47 2.46 0.02
H -1.72 2.56 -2.21
O 3.59 1.40 -3.05
H 2.61 1.34 -2.95
H 3.94 0.72 -2.43


Model ii:
15
Properties=species:S:1:pos:R:3 method="wB97M-V/def2-TZVPD" mol_weight_da=78.1 e_homo_ha=-0.378 orbital_gap_ha=0.4052
C 1.61 1.36 0.64
C 1.40 0.69 -0.71
C 0.08 1.08 -1.32
O 1.36 -0.71 -0.48
H 1.77 2.44 0.65
H 2.54 0.94 1.05
H 0.91 1.01 1.39
H 2.23 0.91 -1.38
H -0.20 0.53 -2.24
H 0.06 2.13 -1.62
H -0.80 0.91 -0.68
H 1.16 -0.94 0.44
O -4.16 -3.36 1.08
H -3.24 -3.52 1.31
H -4.71 -3.48 1.88


Model iii:
15
Properties=species:S:1:pos:R:3 method="wB97M-V/def2-TZVPD" mol_weight_da=78.1 e_homo_ha=-0.333 orbital_gap_ha=0.3595
C 0.68 -0.22 1.16
C -0.52 -0.10 1.77
C -1.79 0.40 1.12
H 1.33 -0.99 1.57
H 1.10 0.38 0.36
H -0.52 -0.54 2.77
H -2.10 -0.38 0.43
H -1.52 1.26 0.50
H -2.70 0.69 1.65
O 1.62 -1.21 -1.48
H 1.63 -1.39 -0.53
H 1.94 -1.93 -2.00
O -0.26 1.22 -1.63
H 0.05 0.39 -2.01
H -0.27 1.90 -2.33


Result of the stability comparison: model ii is the most stable of them.


Model i:
8
Properties=species:S:1:pos:R:3 method="wB97M-V/def2-TZVPD" mol_weight_da=79.0 e_homo_ha="-0.353 / -0.353" orbital_gap_ha="0.3336 / 0.3336"
C -2.11 -0.35 -0.14
C 0.75 0.14 -0.15
N -1.34 0.54 -0.55
F -3.50 -0.21 0.19
F 0.89 -1.16 -0.01
H -1.97 -1.39 -0.01
H 1.13 0.56 -1.10
H 0.61 0.67 0.72


Model ii:
8
Properties=species:S:1:pos:R:3 method="wB97M-V/def2-TZVPD" mol_weight_da=79.0 e_homo_ha=-0.427 orbital_gap_ha=0.4674
C 1.67 1.20 -0.76
C -1.87 0.90 0.62
N 2.19 0.38 -0.10
F -1.91 -0.38 0.99
F -1.41 1.08 -0.61
H -1.32 1.46 1.39
H -3.01 1.04 0.56
H 2.69 -0.21 0.49


Result of the stability comparison: model ii is the most stable of them.


Model i:
10
Properties=species:S:1:pos:R:3 method="wB97M-V/def2-TZVPD" mol_weight_da=96.2 e_homo_ha=-0.339 orbital_gap_ha=0.2661
C 2.94 -0.55 1.37
C 2.08 -0.02 0.52
C -0.40 -0.06 -0.53
C -1.62 0.23 0.52
C 1.24 0.19 -0.51
S -3.31 0.17 0.55
H -0.42 -1.22 -0.53
H -0.96 0.53 -1.34
H -1.12 0.53 1.49
H 1.58 0.21 -1.53


Model ii:
10
Properties=species:S:1:pos:R:3 method="wB97M-V/def2-TZVPD" mol_weight_da=96.2 e_homo_ha=-0.337 orbital_gap_ha=0.3163
C 1.36 0.76 0.02
C -0.03 0.07 0.03
C -0.49 -1.21 -0.23
C -1.82 -1.10 -0.06
S -1.47 0.95 0.57
C -2.72 -0.21 -0.04
H 2.17 0.09 0.32
H 1.34 1.59 0.81
H 1.64 1.18 -0.89
H 0.00 -2.12 -0.53


Result of the stability comparison: model ii is the most stable of them.